[1]
{
  "formula": "C20H18AsCl2N4O6S3Sn",
  "method": "ωB97M-V/def2-TZVPD",
  "lumo_energy_ev": [2.105, 0.668],
  "charge": -1,
  "e_above_lowest_kcal_mol": 217.6,
  "symbols": ["Sn", "O", "As", "O", "O", "C", "C", "C", "C", "C", "C", "S", "O", "O", "O", "H", "H", "H", "H", "H", "Cl", "C", "C", "C", "C", "C", "Cl", "C", "S", "H", "H", "H", "S", "C", "C", "C", "C", "C", "C", "H", "H", "H", "H", "H", "N", "C", "N", "N", "C", "N", "H", "H", "H", "H", "H"],
  "positions_angstrom": [[0.104, 1.398, -0.798], [0.570, 1.080, 2.098], [1.686, 2.532, 1.878], [0.895, 3.675, 1.000], [1.735, 1.971, 0.254], [0.152, 3.103, 2.991], [0.545, 3.594, 4.248], [-0.393, 4.044, 5.176], [-1.748, 4.012, 4.868], [-2.171, 3.532, 3.630], [-1.248, 3.075, 2.675], [-1.928, 2.482, 1.111], [-3.331, 3.084, 0.934], [-2.303, 0.988, 1.124], [-1.023, 2.965, -0.262], [1.087, 0.450, 2.661], [1.594, 3.628, 4.512], [-0.066, 4.417, 6.138], [-2.475, 4.359, 5.591], [-3.233, 3.519, 3.421], [-2.148, 0.773, -0.853], [-2.828, 0.356, -2.371], [-4.162, -0.028, -2.493], [-4.662, -0.356, -3.751], [-3.820, -0.296, -4.866], [-2.476, 0.092, -4.737], [-1.539, 0.126, -6.196], [-1.979, 0.421, -3.471], [-0.375, 0.916, -3.102], [-4.798, -0.069, -1.616], [-5.698, -0.657, -3.865], [-4.214, -0.553, -5.846], [1.432, -0.500, -1.464], [2.382, -1.848, -1.933], [2.197, -3.081, -1.308], [2.972, -4.179, -1.690], [3.929, -4.045, -2.697], [4.111, -2.810, -3.320], [3.337, -1.710, -2.938], [1.453, -3.192, -0.523], [2.822, -5.135, -1.199], [4.530, -4.897, -2.993], [4.852, -2.694, -4.103], [3.484, -0.751, -3.428], [2.293, -2.860, 1.392], [1.182, -2.819, 2.170], [1.231, -3.832, 3.070], [0.178, -2.014, 2.146], [0.179, -1.038, 1.233], [0.217, -0.199, 0.435], [3.129, -3.121, 1.904], [2.462, -2.037, 0.820], [1.527, -4.710, 2.659], [0.345, -3.943, 3.553], [0.006, 2.781, -1.867]],
  "mulliken_charge": [0.7761, -0.5952, -0.2708, -0.3869, -0.3313, 0.4502, -0.7936, -0.3730, -0.6872, -0.5558, 0.1498, 1.8059, -0.7756, -0.6102, -0.5930, 0.1893, 0.2691, 0.3795, 0.3623, 0.4520, 0.0620, 0.1024, -0.8306, -0.5129, -0.4674, 0.0899, -0.2359, 0.6465, 0.0403, 0.4585, 0.3607, 0.3876, -0.3599, 0.8039, -0.5048, -0.7733, -0.5033, -0.5905, -0.5360, 0.5295, 0.3603, 0.3534, 0.3546, 0.4401, -0.4489, 0.6070, -0.5802, -0.7849, 0.8437, -0.0592, 0.2491, 0.1469, 0.2508, 0.2852, -0.0459]
}

=====

[2]
{
  "formula": "C8H18ClCrIN2OPS",
  "method": "ωB97M-V/def2-TZVPD",
  "s_squared": 3.903,
  "spin_multiplicity": 4,
  "lumo_energy_ev": [-9.948, -10.939],
  "charge": 2,
  "symbols": ["C", "I", "H", "H", "H", "Cr", "P", "C", "C", "H", "H", "H", "C", "H", "H", "H", "H", "H", "H", "C", "O", "Cl", "S", "C", "N", "C", "C", "N", "H", "H", "H", "H", "H", "H"],
  "positions_angstrom": [[-1.891, 0.495, 0.202], [1.494, -0.374, -2.021], [-1.958, 0.855, 1.239], [-2.606, -0.355, 0.192], [-2.248, 1.297, -0.469], [0.176, -0.068, 0.475], [0.340, 2.180, -0.538], [-0.229, 2.428, -2.259], [-0.571, 3.463, 0.358], [2.504, 2.645, 0.398], [1.955, 3.944, -0.718], [2.615, 2.399, -1.368], [2.027, 2.857, -0.566], [-0.357, 3.373, 1.427], [-0.235, 4.440, -0.007], [-0.149, 3.499, -2.501], [-1.268, 2.092, -2.383], [-1.649, 3.360, 0.198], [0.403, 1.852, -2.950], [-0.889, -0.679, -1.250], [-1.682, -0.890, -2.084], [1.377, 0.832, 2.144], [-0.239, -2.186, 1.225], [0.919, -3.240, 0.516], [0.748, -3.994, -0.593], [1.984, -4.660, -0.983], [2.942, -4.310, 0.148], [2.137, -3.475, 1.028], [-0.056, -3.861, -1.197], [2.332, -4.297, -1.952], [1.817, -5.735, -1.052], [3.821, -3.762, -0.194], [3.278, -5.200, 0.683], [2.512, -2.851, 1.743]],
  "mulliken_spin": [-0.1443, 0.2189, 0.0257, 0.0030, 0.0096, 2.9261, -0.0838, 0.0117, 0.0045, 0.0002, 0.0014, 0.0020, 0.0084, 0.0013, 0.0004, -0.0033, 0.0018, 0.0030, -0.0046, -0.0560, -0.0294, -0.0181, 0.1179, -0.0031, 0.0018, 0.0004, 0.0001, 0.0026, 0.0001, 0.0002, 0.0003, 0.0006, -0.0001, 0.0007]
}

=====

[3]
{
  "formula": "C3H34N2O14",
  "method": "ωB97M-V/def2-TZVPD",
  "lumo_energy_ev": -0.118,
  "e_above_lowest_kcal_mol": 89.3,
  "symbols": ["C", "N", "C", "C", "N", "O", "H", "H", "H", "H", "H", "H", "H", "H", "H", "H", "O", "H", "H", "O", "H", "H", "O", "H", "H", "O", "H", "H", "O", "H", "H", "O", "H", "H", "O", "H", "H", "O", "H", "H", "O", "H", "H", "O", "H", "H", "O", "H", "H", "O", "H", "H", "O"],
  "positions_angstrom": [[2.633, -0.509, 2.347], [1.551, -0.105, 3.188], [0.151, -0.183, 2.746], [-0.561, 1.093, 2.166], [-1.513, 0.770, 1.065], [3.634, -0.962, 2.740], [2.467, -0.381, 1.327], [1.875, 0.222, 4.089], [-0.416, -0.470, 3.679], [0.099, -1.076, 2.040], [-1.155, 1.469, 2.982], [0.223, 1.846, 1.789], [-1.132, 0.685, 0.204], [-2.089, -0.073, 1.243], [-3.333, -2.700, -2.258], [-3.662, -1.358, -2.622], [-4.063, -2.086, -2.197], [-0.281, 0.613, -4.637], [0.605, -0.166, -3.835], [-0.350, 0.062, -3.788], [1.191, -3.310, 1.639], [2.622, -2.806, 1.558], [2.105, -3.600, 1.510], [-2.752, -1.633, -0.432], [-3.701, -2.693, 0.326], [-2.625, -2.425, 0.128], [-0.848, -4.032, 2.120], [-1.132, -2.527, 1.840], [-0.471, -3.106, 2.214], [-2.659, 2.594, 0.097], [-2.611, 4.021, -0.004], [-2.327, 3.252, -0.490], [-0.331, 3.551, -2.278], [-0.491, 3.541, -0.836], [0.138, 3.615, -1.467], [-2.459, 0.213, -1.928], [-1.229, -0.637, -2.090], [-1.958, -0.519, -1.569], [1.228, 4.275, 1.776], [2.081, 3.661, 2.812], [1.612, 3.473, 1.999], [2.485, -0.094, -2.960], [2.157, -1.506, -3.285], [2.232, -0.609, -3.801], [-1.224, -2.696, -1.726], [0.191, -2.277, -1.253], [-0.325, -2.621, -2.075], [2.230, 2.417, 0.631], [1.625, 3.022, -0.814], [2.251, 2.398, -0.372], [3.447, -0.303, -1.037], [2.350, 0.789, -1.194], [2.520, -0.121, -1.309]],
  "mulliken_charge": [-0.3258, -0.1123, 0.0681, -0.1702, -0.5019, -0.5141, 0.6009, 0.2405, 0.2937, -0.3660, 0.3170, 0.0742, 0.3031, 0.1774, 0.3519, 0.3199, -0.6334, 0.2925, 0.3709, -0.6573, 0.4274, 0.3524, -0.6698, 0.3274, 0.3746, -0.6855, 0.2904, 0.3229, -0.7017, 0.2951, 0.2726, -0.6505, 0.2747, 0.3714, -0.6392, 0.2061, 0.2899, -0.4494, 0.2284, 0.2358, -0.5327, 0.5840, 0.3267, -0.8098, 0.2496, 0.3340, -0.6701, 0.3028, 0.3791, -0.7084, 0.2896, 0.3880, -0.7350]
}

=====

[4]
{
  "formula": "C5H4",
  "method": "ωB97M-V/def2-TZVPD",
  "lumo_energy_ev": 0.425,
  "smiles": "C=C1C2=C[C@H]12",
  "e_above_lowest_kcal_mol": 51.7,
  "symbols": ["C", "C", "C", "C", "C", "H", "H", "H", "H"],
  "positions_angstrom": [[1.753, 0.413, 0.062], [0.460, 0.019, -0.009], [-0.500, -0.849, 0.858], [-1.557, -0.863, 0.027], [-0.968, 0.273, -0.491], [2.269, 1.103, -0.690], [2.373, -0.066, 0.814], [-2.571, -1.293, -0.001], [-1.259, 1.264, -0.569]],
  "mulliken_charge": [-0.6009, 0.5193, -0.5682, 0.0238, -0.4536, 0.2348, 0.2721, 0.3296, 0.2433]
}